C13H40N5O8 | ωB97M-V/def2-TZVPD

Structure (ORCA input):
```
! RIJCOSX wB97M-V def2-TZVPD def2/J DEFGRID3
* xyz 1 1
C 2.5765 2.3639 -1.5058
N 1.4205 2.3387 -2.3916
C 0.7687 1.2435 -2.7351
N -0.2730 1.2066 -3.5912
C -0.6181 -0.0603 -3.6646
N 0.1422 -0.8449 -2.9072
C 0.1857 -2.2795 -2.6709
C 1.0511 -3.0265 -3.6869
C 2.3852 -2.3236 -3.7728
N 2.7535 -1.7397 -4.9568
O 3.0917 -2.2652 -2.7870
N 1.0352 -0.0008 -2.2923
H 2.9873 1.3644 -1.3929
H 3.3614 2.9614 -1.9672
H 2.3297 2.7907 -0.5381
H 1.0748 3.1974 -2.7877
H -1.4220 -0.4497 -4.2731
H 0.5933 -2.4401 -1.6751
H -0.8269 -2.6762 -2.6849
H 0.5565 -3.0907 -4.6546
H 1.2271 -4.0295 -3.2980
H 2.0388 -1.7462 -5.6713
H 3.1310 -0.8067 -4.8470
H 1.7529 -0.3463 -1.6716
C 5.0107 -5.2141 -3.9917
O 3.9213 -5.0565 -3.0890
H 5.1066 -6.2761 -4.2011
H 4.8342 -4.6861 -4.9336
H 5.9457 -4.8587 -3.5528
H 3.8231 -4.1186 -2.8950
C 0.1456 1.4070 1.8850
O 1.4076 2.0149 1.5761
H -0.0893 0.7208 1.0726
H 0.2007 0.8513 2.8200
H -0.6386 2.1569 1.9621
H 1.6140 2.6204 2.2941
C -0.4812 3.1111 5.2199
O -1.4120 2.5358 4.3047
H 0.1940 3.7468 4.6483
H -0.9942 3.7208 5.9662
H 0.0951 2.3357 5.7260
H -2.0123 1.9829 4.8199
C -2.2802 -1.2839 1.5944
O -2.3826 -1.3520 3.0074
H -1.2203 -1.2381 1.3557
H -2.7093 -2.1707 1.1184
H -2.7720 -0.3858 1.2083
H -3.3136 -1.3936 3.2429
C -2.8661 0.4808 -6.8187
O -2.6210 -0.8388 -6.3174
H -3.4260 1.0152 -6.0562
H -1.9328 1.0141 -7.0140
H -3.4587 0.4482 -7.7333
H -2.1397 -1.3231 -6.9943
C -4.5445 3.3625 5.6648
O -3.8439 2.2406 6.2010
H -3.9583 3.7310 4.8268
H -5.5366 3.0779 5.3072
H -4.6436 4.1591 6.4051
H -4.3443 1.9002 6.9471
C -0.0254 0.1091 7.5532
O 0.4123 1.3372 8.1265
H 0.4168 0.0268 6.5630
H 0.2937 -0.7490 8.1495
H -1.1146 0.0919 7.4550
H 0.0163 1.4052 8.9994
*
```

Calculated total energy ... -37951.6776 eV
Energy above the lowest of the compared OMol25 structures with the same formula, charge and spin ... 0.00 kcal/mol
HOMO-LUMO gap ... 9.2 eV
Lowest unoccupied orbital energy ... -2.54 eV